The following is a DFT calculation (ωB97M-V with the def2-TZVPD basis set) of H28HeO14 as an isolated structure in a non-equilibrium geometry.

Geometry (Å):
He1 -0.666 -0.275 -0.109
O1 -1.620 -2.810 -1.157
H1 -2.086 -3.347 -1.798
H2 -0.818 -2.542 -1.607
O2 -0.692 -4.116 0.996
H3 -1.027 -3.749 0.177
H4 -0.092 -4.808 0.721
O3 -0.065 3.339 -0.554
H5 0.363 2.791 -1.212
H6 -0.435 4.068 -1.053
O4 2.064 1.934 -1.806
H7 1.893 1.326 -1.086
H8 1.740 1.481 -2.584
O5 0.811 3.187 2.176
H9 0.602 3.172 1.242
H10 1.212 4.044 2.319
O6 0.626 0.984 -3.975
H11 -0.223 1.424 -4.008
H12 0.468 0.195 -3.457
O7 -2.011 2.358 2.641
H13 -2.541 3.122 2.411
H14 -1.109 2.635 2.480
O8 1.327 -2.273 1.704
H15 0.676 -2.972 1.636
H16 1.908 -2.553 2.410
O9 3.234 1.615 1.116
H17 2.427 1.976 1.483
H18 2.953 0.828 0.649
O10 -3.556 -0.889 -1.270
H19 -2.744 -1.395 -1.304
H20 -4.237 -1.539 -1.097
O11 -3.607 -0.068 1.732
H21 -3.594 -0.297 0.803
H22 -3.141 0.767 1.779
O12 2.451 -0.643 -0.268
H23 3.245 -1.142 -0.461
H24 2.004 -1.156 0.406
O13 0.219 0.136 2.937
H25 0.414 -0.703 2.519
H26 -0.008 0.719 2.212
O14 0.873 -1.415 -2.605
H27 1.567 -1.301 -1.956
H28 1.195 -2.107 -3.183

Calculated values
Largest force on an atom = 1.18 eV Å⁻¹
Charge = 0
Calculated total energy = -1073.07417 Ha
LUMO = -0.6 eV
Frontier orbital gap = 9.51 eV
HOMO = -10.08 eV
ΔE to the lowest compared entry with this formula, charge and spin = 9.63 kcal/mol


The following is a DFT calculation (ωB97M-V with the def2-TZVPD basis set) of a 7-piece molecular cluster, C25H32Cl24N6O3S overall in a non-equilibrium geometry.

Geometry (Å):
C1 -1.105 -0.938 4.940
C2 0.332 -0.428 4.759
C3 0.977 -0.728 3.385
N1 0.532 -1.979 2.747
C4 0.604 -1.932 1.323
C5 1.681 -2.441 0.622
C6 2.826 -3.105 1.350
C7 4.069 -2.145 1.484
N2 3.677 -0.746 1.301
C8 1.742 -2.378 -0.759
S1 3.116 -3.046 -1.691
C9 0.703 -1.788 -1.421
C10 -0.363 -1.283 -0.712
C11 -0.461 -1.339 0.646
C12 -1.663 -0.809 1.387
C13 -1.828 0.722 1.334
O1 -3.140 1.018 0.923
C14 -3.539 2.331 1.248
C15 -5.071 2.359 1.104
C16 -1.324 -0.733 -1.733
O2 -2.433 -0.335 -1.485
N3 -0.714 -0.818 -2.994
C17 -1.669 -1.160 -4.050
C18 -2.068 0.119 -4.880
N4 -0.887 0.958 -4.984
N5 -2.473 -0.315 -6.229
N6 -3.171 0.848 -4.259
C19 0.454 -1.589 -2.891
O3 1.101 -2.021 -3.802
H1 -1.771 -0.292 4.362
H2 -1.227 -1.938 4.526
H3 -1.435 -0.917 5.977
H4 0.939 -0.829 5.574
H5 0.296 0.657 4.870
H6 2.056 -0.814 3.563
H7 0.849 0.128 2.725
H8 1.094 -2.764 3.043
H9 3.155 -3.983 0.800
H10 2.515 -3.448 2.337
H11 4.529 -2.309 2.457
H12 4.757 -2.410 0.681
H13 4.021 -0.144 2.034
H14 3.920 -0.398 0.386
H15 2.929 -4.380 -1.619
H16 -1.636 -1.194 2.399
H17 -2.548 -1.237 0.913
H18 -1.664 1.093 2.360
H19 -1.062 1.204 0.712
H20 -3.139 3.029 0.496
H21 -3.198 2.667 2.233
H22 -5.262 1.882 0.143
H23 -5.473 1.683 1.864
H24 -5.476 3.365 1.165
H25 -2.573 -1.612 -3.639
H26 -1.223 -1.830 -4.783
H27 -0.479 0.860 -5.907
H28 -1.103 1.924 -4.778
H29 -3.419 -0.675 -6.131
H30 -2.586 0.537 -6.773
H31 -3.742 0.255 -3.675
H32 -2.868 1.669 -3.754
C20 4.569 1.389 5.020
Cl1 3.031 2.220 4.773
Cl2 4.273 -0.203 5.734
Cl3 5.385 1.189 3.462
Cl4 5.592 2.338 6.098
C21 -6.134 2.263 5.393
Cl5 -7.574 2.338 4.371
Cl6 -5.641 3.901 5.839
Cl7 -6.490 1.337 6.855
Cl8 -4.832 1.480 4.496
C22 4.626 -3.050 -5.856
Cl9 3.431 -4.000 -6.745
Cl10 3.873 -1.584 -5.240
Cl11 5.257 -4.011 -4.508
Cl12 5.960 -2.621 -6.939
C23 2.095 1.156 -8.738
Cl13 1.897 2.726 -9.526
Cl14 0.860 0.968 -7.481
Cl15 1.914 -0.132 -9.932
Cl16 3.697 1.059 -8.003
C24 9.513 1.889 5.108
Cl17 9.420 2.128 3.360
Cl18 8.925 3.341 5.931
Cl19 8.520 0.499 5.564
Cl20 11.190 1.591 5.575
C25 -8.493 3.183 -1.184
Cl21 -9.929 3.266 -2.211
Cl22 -7.994 4.819 -0.737
Cl23 -8.869 2.265 0.279
Cl24 -7.187 2.388 -2.067

Calculated values
Largest force on an atom = 2.10 eV Å⁻¹
Charge = 0
Calculated total energy = -12968.78763 Ha
LUMO = -0.1 eV
Frontier orbital gap = 8.54 eV
SMILES = CCCNc1c(CCN)c(S)c2c(c1CCOCC)C(=O)N(CC(N)(N)N)C2=O.ClC(Cl)(Cl)Cl.ClC(Cl)(Cl)Cl.ClC(Cl)(Cl)Cl.ClC(Cl)(Cl)Cl.ClC(Cl)(Cl)Cl.ClC(Cl)(Cl)Cl
HOMO = -8.63 eV
ΔE to the lowest compared entry with this formula, charge and spin = 7.35 kcal/mol


The following is a DFT calculation (ωB97M-V with the def2-TZVPD basis set) of C3H6N2O as an isolated structure.

Geometry (Å):
N1 -1.260 -0.063 0.817
C1 -0.387 -0.600 -0.276
C2 0.011 0.285 -1.451
O1 1.413 0.072 -1.103
C3 0.986 -0.437 0.115
N2 1.572 -0.511 1.245
H1 -0.649 0.050 1.647
H2 -1.690 0.844 0.604
H3 -2.012 -0.706 1.069
H4 -0.198 -0.069 -2.466
H5 -0.227 1.361 -1.381
H6 2.534 -0.182 1.191

Calculated values
Largest force on an atom = 0.41 eV Å⁻¹
Charge = 0
Calculated total energy = -302.54771 Ha
LUMO = 0.3 eV
Frontier orbital gap = 7.79 eV
HOMO = -7.46 eV
ΔE to the lowest compared entry with this formula, charge and spin = 91.23 kcal/mol